1.
96
Properties=species:S:1:pos:R:3:lowdin_spin:R:1 method="wB97M-V/def2-TZVPD" e_homo_ha="-0.3464 / -0.3431" lumo_energy_ev="-2.60 / -4.24" e_above_lowest_kj_mol=16.9 max_force_ev_per_a=5.59 orbital_gap_ha="0.251 / 0.187" multiplicity=2 charge=+1
Cu 0.08289 -0.23348 0.13500 0.041
P 2.32538 -0.95892 0.25956 0.090
P -2.45617 -0.05493 0.01433 0.000
O -0.47264 -1.96174 2.51048 -0.001
N 0.25780 1.45726 -0.93745 0.003
N -0.22282 1.08504 2.87070 0.000
N 3.18233 0.18754 6.08801 0.000
N -0.17611 -1.56672 -1.29396 0.090
C 3.47296 1.45641 -0.60496 0.003
C -2.61505 2.70359 -0.67384 0.000
C 0.50996 -3.64935 -2.26793 0.111
C -2.28035 -0.40911 -1.79554 -0.003
C -4.00728 -1.37329 1.96383 0.000
C 3.35584 -1.40011 1.80351 0.002
C 0.76201 -2.57730 -1.36868 0.023
C 4.05142 -0.13315 2.33652 0.001
C -2.74221 -2.86449 0.41318 0.000
C -3.40549 2.17594 1.58278 0.000
C 2.16066 0.43190 5.56450 0.000
C 4.87208 -0.57404 -1.04639 0.007
C -1.31652 0.62399 3.42982 0.000
C 0.47430 4.98271 -4.17320 0.000
C -0.58248 -3.57532 -3.12201 -0.006
C 1.93764 -2.46434 -0.57936 0.410
C 3.43410 -0.03541 -0.99322 0.057
C 4.37007 -2.50880 1.51223 0.001
C 0.92428 2.21800 -4.38551 0.000
C 0.87322 1.23070 3.61417 0.000
C 1.09223 3.04449 -5.49785 0.000
C 2.83766 -0.20626 -2.40151 0.006
C 0.86654 4.42186 -5.39394 0.000
C 0.38304 1.99440 -1.98556 0.000
C 0.89774 0.68926 4.91686 0.000
C -1.46175 0.36486 4.79207 0.000
C -3.37658 1.64969 0.14054 0.000
C -4.82365 1.54907 -0.35498 0.000
C 0.53734 2.78334 -3.14840 0.000
C -1.47839 -2.49861 -3.05848 0.123
C -0.30753 -1.19639 1.64224 0.006
C -1.27240 -1.54335 -2.05746 -0.004
C -3.54742 -1.55243 0.50825 0.001
C -4.76493 -1.73799 -0.40503 0.000
C 2.42434 -1.91978 2.90990 0.003
C 0.30911 4.16962 -3.05350 0.000
C -0.30257 0.30980 5.56270 0.000
H -5.25644 2.56478 -0.33812 0.000
H 5.11321 -2.23106 0.76055 0.000
H -3.16068 -1.26086 2.65400 0.000
H 1.73757 1.72987 3.16396 0.000
H 4.89875 -1.64768 -1.27181 0.001
H 0.29664 6.05594 -4.09044 0.000
H 3.04004 -1.21159 -2.79275 0.003
H 5.38794 -0.05175 -1.86950 0.002
H -4.47533 -1.96208 -1.43801 0.000
H -2.32806 -2.37887 -3.73839 0.006
H -0.29968 0.04453 6.62794 0.000
H -5.44512 0.93047 0.30912 0.000
H 1.75885 -0.03823 -2.41843 0.000
H 4.09586 1.63415 0.28212 0.000
H -2.45625 0.19888 5.20504 0.000
H -2.55611 -3.16092 -0.62685 0.001
H -4.69159 -0.52256 2.08793 0.000
H 1.08797 1.14010 -4.45646 0.000
H 1.22903 -4.47417 -2.27019 0.004
H 1.83479 -2.78367 2.58225 0.002
H -5.32239 -2.60939 -0.02901 0.000
H -3.25694 -0.63839 -2.24168 0.000
H -1.92560 0.51511 -2.27888 -0.002
H 5.44823 -0.37599 -0.13368 0.000
H 3.33239 0.69230 2.45046 0.000
H 3.89944 2.02452 -1.44769 0.002
H -2.39788 2.36740 1.96768 0.000
H -3.10426 3.67992 -0.51992 0.000
H 2.64183 -3.30051 -0.54775 0.019
H 4.90906 -2.71806 2.44852 0.000
H 0.99468 5.06229 -6.26776 0.000
H -4.89643 1.17400 -1.38505 0.000
H 4.88621 0.19019 1.70246 0.000
H -5.44390 -0.88156 -0.40150 0.000
H -1.58403 2.79247 -0.31872 0.000
H 3.87099 -3.43097 1.19651 0.000
H 3.04353 -2.24577 3.76334 0.000
H 4.46183 -0.35090 3.33582 0.000
H 0.00950 4.59060 -2.09115 0.000
H -4.55419 -2.28278 2.26257 0.000
H 3.30143 0.52597 -3.08095 0.000
H 1.76352 -1.12586 3.28470 0.000
H 2.47252 1.84791 -0.40261 0.001
H -2.18275 0.47776 2.76414 0.000
H -2.60556 2.49701 -1.75079 0.000
H -3.96472 3.12966 1.58862 0.000
H -3.92131 1.49814 2.27239 0.000
H -3.33361 -3.65621 0.90162 0.000
H -0.75001 -4.35736 -3.85921 -0.003
H -1.78684 -2.81272 0.93496 0.000
H 1.40131 2.61173 -6.45182 0.000



2.
25
Properties=species:S:1:pos:R:3:lowdin_charge:R:1 method="wB97M-V/def2-TZVPD" e_homo_ha=-0.3193 lumo_energy_ev=0.14 max_force_ev_per_a=3.84 smiles="CC=C(CC)CC.OSCl" orbital_gap_ha=0.324
Cl -0.91803 -2.87923 3.36434 0.096
S -2.27976 -1.87356 2.17844 0.492
O -2.18313 -0.24081 2.44843 -0.462
C 1.01435 -0.45523 0.99370 -0.212
C -0.22890 2.41156 0.36612 -0.069
C -0.03296 -0.11762 0.02354 -0.330
C -0.92352 -0.99850 -0.41201 -0.175
C 0.13565 1.24070 -0.63885 -0.161
C -2.02333 -0.71652 -1.39450 -0.080
C 2.12105 -1.36410 0.34001 -0.060
H 1.68498 -2.29835 -0.09275 0.079
H -0.45697 1.40761 -1.53855 0.098
H 0.53567 3.16511 0.28387 0.057
H 2.61202 -1.73884 1.23340 0.065
H 1.53683 0.31479 1.38162 0.073
H 1.12002 1.35646 -0.98614 0.089
H 0.51866 -0.91577 1.84937 0.072
H 2.71131 -0.87876 -0.44707 0.078
H -2.61843 -1.58899 -1.65544 0.077
H -1.71866 -0.35692 -2.38557 0.084
H -0.38483 2.16969 1.42247 0.072
H -1.76051 0.08001 1.66635 -0.038
H -2.69872 -0.04029 -1.08837 0.031
H -0.86170 -1.99878 -0.05291 0.065
H -1.13541 2.88062 0.00586 0.060



3.
62
Properties=species:S:1:pos:R:3:lowdin_charge:R:1 method="wB97M-V/def2-TZVPD" e_homo_ha=-0.3074 lumo_energy_ev=0.59 e_above_lowest_kj_mol=193.3 max_force_ev_per_a=0.59 smiles="CC1(C)CC(=O)C(/C=N/CCN2CCN(CC(=O)Nc3ccccc3)CC2)=C(O)C1" orbital_gap_ha=0.329
O 0.63241 -1.66154 4.51739 0.103
O 1.73993 2.50189 -4.06274 0.070
O 0.43830 -3.22736 0.09082 0.067
N -1.77466 0.40903 0.68592 -0.205
N 0.03006 1.78777 -1.00879 -0.199
N -1.34990 -1.07572 3.04974 0.010
N -0.21940 3.27005 -3.15761 0.130
C 0.44840 -2.42517 2.30205 -0.088
C -2.11353 4.48450 -3.95651 -0.035
C 2.43473 -3.00020 3.72778 -0.057
C -1.12106 1.62143 1.12581 -0.164
C 2.64059 -4.21412 2.81367 -0.552
C -0.83014 -1.77598 2.11827 -0.061
C 1.11452 -2.33802 3.49844 -0.251
C 1.68024 -5.33901 3.20482 -0.026
C -0.26492 4.11568 -5.45177 -0.013
C -0.94345 4.80762 -6.43823 -0.082
C 1.00629 -3.15093 1.16300 -0.373
C -0.64194 0.57145 -1.44387 -0.154
C 2.37475 -3.76967 1.37350 -0.062
C 1.25189 2.01900 -1.75601 -0.098
C 4.08120 -4.71216 2.94402 -0.048
C 0.23114 1.73714 0.42795 -0.164
C -2.78146 5.17412 -4.94949 -0.095
C -0.84923 3.94991 -4.19944 -0.219
C -2.58474 -0.36069 2.88827 -0.193
C -2.19876 5.33904 -6.19526 -0.104
C 0.96318 2.60788 -3.14023 -0.457
C -2.94880 0.04208 1.44639 -0.185
C -1.99123 0.45663 -0.74378 -0.166
H -1.72951 2.51681 0.89845 0.129
H 4.24413 -5.57251 2.29960 0.086
H -0.73084 3.20229 -2.28118 0.128
H -3.69798 0.85281 1.49209 0.125
H 1.86509 -5.65808 4.22821 0.089
H -0.78634 0.61368 -2.52571 0.129
H 4.78857 -3.93549 2.66143 0.084
H 3.10937 -3.01106 1.08382 0.140
H -3.41101 -0.80914 0.93960 0.117
H 4.28969 -5.00921 3.96930 0.086
H -2.50305 0.52763 3.52449 0.107
H -0.25169 -1.25854 4.21005 0.080
H -3.76070 5.58438 -4.75009 0.101
H 1.86201 1.11218 -1.88380 0.137
H -2.48179 -0.46535 -1.06256 0.125
H 0.71109 3.70096 -5.64009 0.099
H -2.63209 1.31111 -1.03121 0.126
H 3.22051 -2.26151 3.53656 0.143
H 2.50540 -3.27926 4.78103 0.138
H -3.39906 -0.96975 3.29817 0.120
H -2.72128 5.87867 -6.97070 0.097
H -0.04270 -0.32160 -1.20374 0.130
H 2.48124 -4.60551 0.67964 0.134
H 1.86170 2.75657 -1.22429 0.134
H 0.85210 0.87357 0.71999 0.130
H -1.28129 -1.92666 1.14072 0.127
H -0.95892 1.57357 2.20302 0.117
H 1.81739 -6.19585 2.54954 0.090
H 0.73072 2.65519 0.74760 0.124
H -0.48375 4.93261 -7.40736 0.103
H -2.56760 4.35548 -2.98346 0.107
H 0.64618 -5.01263 3.12681 0.088



4.
45
Properties=species:S:1:pos:R:3:lowdin_charge:R:1 method="wB97M-V/def2-TZVPD" e_homo_ha=-0.3582 lumo_energy_ev=0.31 e_above_lowest_kj_mol=0.0 max_force_ev_per_a=1.09 smiles="CCCCC(=O)NC.O.O.O.O.O.O.O.O" orbital_gap_ha=0.370
O -3.21184 -1.04963 0.06033 -0.087
O -1.02315 -1.71750 3.15140 -0.089
O 0.23982 -1.12467 -3.04730 -0.075
O 1.61733 2.61700 -1.09811 -0.012
O 1.80254 1.03693 -3.37230 -0.066
O -2.49751 0.44472 2.28982 -0.092
O -2.24706 -0.01042 -2.30961 -0.067
O 0.34789 -3.17626 -1.22445 -0.061
O -1.52777 -3.08880 0.87200 -0.098
N -0.57221 2.68082 -0.64591 0.053
C 1.00102 1.91698 1.09687 -0.096
C 3.59016 -0.25986 1.43498 -0.109
C 1.17436 0.38783 1.06692 -0.174
C 2.48585 -0.06088 0.40846 -0.251
C -1.74564 2.42112 0.18575 -0.065
C 0.70123 2.42514 -0.28450 -0.471
H -3.20040 0.53914 2.96704 0.080
H 2.78560 0.66995 -0.34150 0.091
H -2.85902 -0.42851 -2.92476 0.061
H -1.09522 -2.27486 2.31755 0.022
H -1.35178 -0.35676 -2.56078 0.026
H -3.01486 -0.48201 0.83747 0.003
H -2.20449 -2.45024 0.52792 0.018
H 1.18052 0.02760 2.09626 0.108
H 0.30448 -0.05399 0.57406 0.110
H -1.90221 -0.26500 2.65041 0.021
H -0.75330 2.94335 -1.60756 0.148
H 3.31871 -1.01874 2.17086 0.074
H -2.60954 2.94152 -0.21379 0.093
H 1.92232 2.39002 1.44154 0.127
H 1.26550 -3.27893 -0.93901 0.055
H -2.85381 -0.64712 -0.75263 -0.006
H 2.74816 0.84297 -3.39795 0.066
H 1.72729 1.72423 -2.65082 0.035
H 4.54697 -0.54664 0.99447 0.069
H 3.78534 0.65655 1.99790 0.073
H 0.83186 -0.33146 -3.16711 0.028
H -1.41621 -2.31348 3.79090 0.050
H 0.23906 2.20393 1.81939 0.102
H -1.94085 1.35106 0.23857 0.047
H -0.87241 -3.12048 0.13554 0.014
H 0.32739 -2.36372 -1.76433 0.001
H -1.59267 2.74347 1.21354 0.074
H 0.21298 -1.54244 -3.91355 0.080
H 2.33556 -1.00193 -0.12399 0.092